{"formula": "C38H63BaF4N11OP", "method": "ωB97M-V/def2-TZVPD", "species": ["Ba", "P", "F", "F", "F", "F", "O", "N", "N", "N", "N", "N", "N", "N", "N", "N", "N", "N", "C", "C", "C", "C", "C", "C", "C", "C", "C", "C", "C", "C", "C", "C", "C", "C", "C", "C", "C", "C", "C", "C", "C", "C", "C", "C", "C", "C", "C", "C", "C", "C", "C", "C", "C", "C", "C", "C", "H", "H", "H", "H", "H", "H", "H", "H", "H", "H", "H", "H", "H", "H", "H", "H", "H", "H", "H", "H", "H", "H", "H", "H", "H", "H", "H", "H", "H", "H", "H", "H", "H", "H", "H", "H", "H", "H", "H", "H", "H", "H", "H", "H", "H", "H", "H", "H", "H", "H", "H", "H", "H", "H", "H", "H", "H", "H", "H", "H", "H", "H", "H"], "positions_angstrom": [[-0.52, -0.73, 1.48], [1.85, 0.07, -1.34], [-5.97, 2.12, 4.68], [-2.85, -0.27, 0.96], [-5.31, 0.48, 0.31], [-3.53, 1.47, 5.36], [-1.88, -2.80, 3.31], [1.62, -3.29, 3.55], [2.30, -1.50, -1.73], [3.31, 0.93, -1.15], [1.45, 0.64, -2.91], [-2.05, 2.24, 0.12], [-1.76, 0.15, 3.35], [0.90, 1.35, 3.35], [-3.11, -4.33, 2.19], [-3.44, 3.92, -1.71], [0.80, 0.24, -0.23], [-1.93, -2.90, -0.44], [-2.45, 2.90, -2.23], [5.15, 1.15, 0.47], [0.26, 1.76, -5.30], [-5.21, 1.52, 3.75], [2.05, 0.57, 3.80], [-2.40, -4.12, -0.14], [-3.56, -4.26, -2.23], [3.40, -1.79, -2.64], [-4.16, -3.09, 4.00], [3.67, 1.38, 0.19], [-5.75, 1.30, 2.49], [0.54, -0.16, -3.72], [-2.27, -2.36, -1.61], [-3.63, 0.32, 1.93], [-0.07, 1.52, 4.45], [-3.21, -4.83, -1.02], [1.96, -2.63, -0.87], [3.16, -3.10, -0.06], [-2.38, 1.77, -1.21], [-1.00, 0.31, 4.58], [1.14, -2.73, 2.66], [6.00, 1.85, -0.59], [-3.93, 1.17, 4.10], [1.07, 2.05, -2.95], [-2.91, 3.30, 0.60], [0.61, 0.28, -5.17], [5.58, 1.41, -1.99], [-4.91, 0.69, 1.59], [4.64, -2.26, -1.89], [1.34, 2.64, 2.85], [4.08, 1.62, -2.19], [1.14, 2.60, -4.37], [-3.09, -2.99, -2.53], [-2.07, -4.66, 1.22], [4.32, -3.45, -0.99], [-3.02, 0.54, 3.20], [-2.95, -3.37, 3.15], [-3.00, 4.47, -0.37], [1.61, -3.46, -1.50], [5.20, -3.74, -0.41], [-3.33, -2.51, -3.47], [5.43, -2.52, -2.60], [1.63, 0.12, -5.53], [1.14, -2.33, -0.23], [-1.60, 0.44, 5.47], [-4.19, -4.79, -2.93], [-6.77, 1.58, 2.24], [-3.91, 2.90, 0.75], [-1.63, 1.04, -1.53], [4.03, -4.31, -1.61], [-1.15, -4.21, 1.59], [-0.70, 2.38, 4.22], [-3.73, 5.22, -0.05], [2.65, 1.12, 4.54], [5.00, -1.44, -1.26], [0.36, 2.10, -6.33], [2.02, 2.50, 2.01], [-4.50, -3.99, 4.50], [0.79, -1.21, -3.61], [-0.79, 1.90, -5.02], [3.04, 0.85, 0.90], [-3.90, -2.33, 4.74], [1.73, -0.37, 4.25], [5.40, 1.53, 1.46], [-1.49, 3.42, -2.31], [-1.85, -1.38, -1.82], [2.18, 2.54, -4.71], [0.45, 1.72, 5.40], [3.08, -2.58, -3.33], [1.70, 2.62, -2.27], [2.70, 0.34, 2.95], [-1.05, 2.43, 0.21], [-1.95, -5.74, 1.19], [-3.55, -5.82, -0.75], [5.36, 0.07, 0.46], [-3.35, 1.27, -1.18], [-2.56, 3.66, 1.57], [3.88, 2.70, -2.14], [3.46, -2.29, 0.61], [2.87, -3.96, 0.56], [0.85, 3.65, -4.39], [-4.03, -4.72, 2.05], [-0.05, -0.33, -5.79], [2.04, -3.79, 4.31], [-2.77, 2.57, -3.21], [-0.40, -0.60, 4.72], [-0.51, -0.03, -3.36], [3.62, -0.90, -3.24], [6.12, 1.99, -2.75], [3.46, 2.45, 0.30], [0.04, 2.16, -2.58], [-4.97, -2.70, 3.37], [1.86, 3.23, 3.63], [-2.03, 4.95, -0.53], [5.86, 2.93, -0.50], [3.77, 1.27, -3.17], [7.06, 1.65, -0.43], [-4.34, 3.44, -1.57], [5.82, 0.36, -2.14], [0.48, 3.22, 2.51], [-3.59, 4.67, -2.38]], "lowdin_charge": [1.76, 0.51, 0.09, -0.18, 0.06, 0.07, -0.04, 0.14, -0.22, -0.20, -0.21, -0.04, -0.25, -0.30, 0.08, 0.06, -0.57, 0.08, -0.10, -0.18, -0.20, -0.23, -0.10, -0.26, -0.05, -0.20, 0.02, -0.24, 0.03, -0.23, -0.13, -0.19, -0.20, -0.02, -0.23, -0.20, -0.21, -0.24, -0.13, -0.20, -0.14, -0.24, -0.18, -0.18, -0.18, -0.27, -0.18, -0.09, -0.23, -0.18, -0.05, -0.11, -0.20, -0.23, -0.52, -0.09, 0.12, 0.11, 0.11, 0.12, 0.12, 0.02, 0.11, 0.11, 0.13, 0.12, 0.09, 0.11, 0.10, 0.12, 0.14, 0.10, 0.08, 0.11, 0.06, 0.09, 0.11, 0.10, 0.06, 0.09, 0.06, 0.11, 0.12, 0.09, 0.11, 0.13, 0.12, 0.10, 0.07, 0.11, 0.13, 0.12, 0.10, 0.12, 0.14, 0.12, 0.11, 0.10, 0.11, 0.14, 0.11, 0.10, 0.13, 0.10, 0.10, 0.10, 0.11, 0.12, 0.07, 0.09, 0.10, 0.14, 0.11, 0.09, 0.11, 0.18, 0.10, 0.08, 0.18], "homo_lumo_gap_ev": 6.09, "total_charge": 1, "e_lumo_ev": -2.65}

{"formula": "C38H63FeN12P", "method": "ωB97M-V/def2-TZVPD", "species": ["Fe", "P", "N", "N", "N", "N", "N", "N", "N", "N", "N", "N", "N", "N", "C", "C", "C", "C", "C", "C", "C", "C", "C", "C", "C", "C", "C", "C", "C", "C", "C", "C", "C", "C", "C", "C", "C", "C", "C", "C", "C", "C", "C", "C", "C", "C", "C", "C", "C", "C", "C", "C", "H", "H", "H", "H", "H", "H", "H", "H", "H", "H", "H", "H", "H", "H", "H", "H", "H", "H", "H", "H", "H", "H", "H", "H", "H", "H", "H", "H", "H", "H", "H", "H", "H", "H", "H", "H", "H", "H", "H", "H", "H", "H", "H", "H", "H", "H", "H", "H", "H", "H", "H", "H", "H", "H", "H", "H", "H", "H", "H", "H", "H", "H", "H"], "positions_angstrom": [[-0.80, -0.76, -0.22], [0.94, 1.14, -0.63], [-0.17, -0.71, 3.76], [-0.57, -5.03, -0.81], [-2.44, -1.23, 3.69], [-1.11, -0.54, -2.33], [0.32, 1.94, 0.78], [-1.77, 1.16, 0.26], [0.45, -4.04, 1.00], [-0.10, -2.71, -0.83], [-1.12, -1.41, 1.76], [-1.00, 4.13, -2.63], [0.24, 2.30, -1.80], [0.09, 4.41, -0.65], [2.88, -1.02, -0.95], [3.27, 1.73, 0.84], [4.52, 2.28, 1.04], [-2.86, -0.31, 4.72], [-1.93, -5.19, -1.28], [-0.63, 5.45, -3.11], [-2.17, -1.63, 0.90], [-0.05, 1.62, -3.06], [-2.18, -1.04, -1.60], [2.91, -0.18, -3.20], [-0.08, -3.89, -0.22], [3.31, 2.46, -1.44], [0.18, -5.17, 1.85], [1.46, -3.15, 1.52], [-1.49, 2.51, 2.25], [4.57, 3.00, -1.24], [1.01, -0.18, 3.13], [3.86, -1.15, -3.53], [1.38, 4.66, -0.06], [-0.27, -1.50, -3.02], [-3.10, 1.26, 0.47], [-2.85, 2.56, 2.46], [-2.35, 3.73, -2.99], [-3.68, 1.93, 1.52], [-1.29, 0.72, -3.04], [-0.89, 5.39, -0.21], [5.17, 2.93, 0.01], [2.63, 1.85, -0.39], [-3.32, -2.36, 3.51], [3.83, -1.98, -1.28], [4.30, -2.04, -2.58], [-1.24, -1.11, 3.04], [-0.22, 3.58, -1.66], [-0.17, -2.83, -2.29], [-0.02, -0.94, 5.18], [0.21, -6.25, -0.87], [-0.99, 1.85, 1.12], [2.42, -0.17, -1.92], [2.14, 4.06, -0.53], [-0.80, 3.01, 2.91], [-4.75, 1.99, 1.59], [1.22, -2.90, 2.55], [-0.80, -1.58, 5.57], [-4.31, -2.04, 3.18], [0.94, -1.44, 5.36], [1.46, -2.25, 0.91], [-2.11, 1.24, -2.55], [2.44, -3.63, 1.49], [0.72, -1.08, -3.12], [-0.96, 5.33, 0.87], [-0.01, 0.00, 5.74], [0.41, 5.65, -2.87], [4.24, -1.18, -4.54], [1.36, 4.47, 1.02], [4.97, 2.20, 2.02], [4.20, -2.65, -0.52], [-1.01, -3.46, -2.60], [-2.97, 4.63, -3.05], [-1.95, -5.49, -2.33], [1.21, 0.82, 3.53], [0.19, -6.61, -1.90], [-0.17, 2.37, -3.85], [-0.19, -7.04, -0.23], [6.14, 3.37, 0.17], [-2.42, -5.98, -0.70], [-2.79, 3.10, -2.22], [0.94, 2.38, 1.45], [2.85, 2.55, -2.41], [0.98, -5.92, 1.82], [-2.39, 3.24, -3.97], [-2.31, -2.66, 0.60], [-3.73, 0.76, -0.25], [0.09, -4.82, 2.88], [-0.67, -1.70, -4.03], [0.74, -3.33, -2.64], [0.81, 1.01, -3.31], [-1.88, 5.20, -0.62], [-0.58, 6.41, -0.47], [-3.89, -0.01, 4.51], [1.25, -6.05, -0.60], [-2.90, -3.06, 2.79], [-3.05, -0.39, -1.60], [-2.48, -2.06, -1.81], [2.55, -0.91, 0.07], [1.63, 5.72, -0.20], [5.05, -2.78, -2.85], [-1.26, 6.25, -2.72], [-2.23, 0.57, 4.74], [-0.76, -5.65, 1.58], [-3.11, -1.12, 1.13], [2.79, 1.20, 1.65], [5.08, 3.48, -2.06], [0.84, -0.13, 2.06], [-3.44, -2.88, 4.47], [-1.57, 0.51, -4.08], [1.87, -0.81, 3.33], [-0.72, 5.45, -4.20], [-2.49, -4.27, -1.14], [-2.87, -0.78, 5.71], [2.62, 0.52, -3.97], [-3.27, 3.08, 3.30]], "mulliken_spin": [0.02, 0.15, 0.00, 0.00, 0.00, -0.01, 0.08, -0.01, 0.00, -0.01, 0.00, 0.00, 0.00, 0.00, 0.11, 0.05, 0.01, 0.00, 0.00, 0.00, 0.05, 0.06, -0.01, 0.00, 0.00, -0.05, 0.00, -0.01, 0.00, -0.01, -0.03, 0.06, 0.00, 0.01, 0.00, 0.00, 0.00, 0.00, 0.00, 0.00, 0.01, 0.01, 0.00, 0.03, -0.03, 0.00, 0.01, 0.00, 0.00, 0.00, -0.03, 0.46, 0.00, 0.00, 0.00, 0.00, 0.00, 0.00, 0.00, 0.03, 0.00, 0.00, 0.00, 0.00, 0.00, 0.00, 0.00, 0.00, 0.00, 0.00, 0.00, 0.00, 0.00, 0.00, 0.00, 0.00, 0.00, 0.00, 0.00, 0.00, -0.01, -0.01, 0.00, 0.00, 0.00, 0.00, 0.00, 0.00, 0.00, -0.05, 0.00, 0.00, 0.00, 0.00, 0.00, 0.00, 0.00, 0.01, 0.00, 0.00, 0.00, 0.00, 0.00, 0.00, 0.01, 0.00, 0.04, 0.00, 0.00, 0.00, 0.00, 0.00, 0.00, 0.02, 0.00], "homo_lumo_gap_ev": [8.14, 6.31], "multiplicity": 2, "total_charge": 3, "e_lumo_ev": [-7.35, -9.29]}

For the records above, the corresponding relative energy (zero: lowest compared OMol25 entry of this formula, charge and spin) values read 302.5 116.1 kJ/mol.